Record 1
Molecular formula: C49H41FeIN6O3P2STe
Method: DFT, ωB97M-V with the def2-TZVPD basis set

Properties
Spin multiplicity: 2
Net charge: +1
Largest force on an atom: 0.66 eV/A
ΔE to the lowest compared entry with this formula, charge and spin: 0.0 kJ/mol
<S²>: 0.83
Orbital gap (spin up / spin down): 7.000 / 6.528 eV
HOMO energy (spin up / spin down): -9.2 / -8.7 eV
Molar mass: 1166.27 g mol⁻¹

Positions of all 105 atoms, in Å:
Fe (-2.08857, 0.32126, -0.35766)
Te (1.73590, 2.87147, 0.27217)
C (3.31165, 3.14342, 1.65050)
C (3.72935, 2.15691, 2.52564)
C (4.80944, 2.42136, 3.35751)
N (5.47356, 3.57228, 3.36518)
C (5.06274, 4.51267, 2.51707)
C (3.99824, 4.35063, 1.64308)
C (1.10607, 0.93524, 0.78398)
P (1.83475, -0.14566, -0.29124)
C (1.60457, -0.23783, -2.09627)
C (1.47416, 0.90454, -2.88041)
C (1.40427, 0.80337, -4.26322)
C (1.44981, -0.43854, -4.87611)
C (1.58136, -1.58345, -4.10219)
C (1.67174, -1.48413, -2.72382)
C (3.61164, -0.22265, -0.05997)
C (4.48389, 0.38040, -0.96051)
C (5.84900, 0.36642, -0.71275)
C (6.34436, -0.27087, 0.41493)
C (5.47764, -0.89199, 1.30545)
C (4.11313, -0.85567, 1.07822)
P (-0.58191, 0.71201, 1.41759)
C (-0.76445, 1.88644, 2.81266)
C (-2.04634, 2.06533, 3.32991)
C (-2.25211, 2.84940, 4.45817)
C (-1.17621, 3.45982, 5.08279)
C (0.10904, 3.26056, 4.59403)
C (0.31250, 2.47057, 3.47475)
C (-0.46833, -0.82683, 2.41876)
C (0.69634, -1.20253, 3.08132)
C (0.73684, -2.37596, 3.81919)
C (-0.39396, -3.17772, 3.91290)
C (-1.56520, -2.79890, 3.27291)
C (-1.59960, -1.63100, 2.52349)
H (3.23802, 1.19269, 2.55351)
H (5.15627, 1.66297, 4.05152)
H (5.61264, 5.44678, 2.53412)
H (3.72563, 5.15967, 0.97573)
H (1.45813, 1.88144, -2.41978)
H (1.32564, 1.70202, -4.86021)
H (1.39997, -0.51528, -5.95451)
H (1.62996, -2.55714, -4.57125)
H (1.80688, -2.38934, -2.14648)
H (4.10136, 0.86326, -1.85075)
H (6.52540, 0.84810, -1.40574)
H (7.40979, -0.28537, 0.60209)
H (5.86529, -1.39454, 2.18148)
H (3.43740, -1.31116, 1.79417)
H (-2.88801, 1.56237, 2.86964)
H (-3.25312, 2.97395, 4.85062)
H (-1.33400, 4.07565, 5.95833)
H (0.95627, 3.71432, 5.09191)
H (1.31709, 2.29948, 3.12068)
H (1.57486, -0.57031, 3.01035)
H (1.65012, -2.66635, 4.32273)
H (-0.36108, -4.09583, 4.48469)
H (-2.44801, -3.42114, 3.34246)
H (-2.50529, -1.35172, 1.99312)
C (-4.79524, -3.38921, -2.90317)
N (-4.08782, -2.27945, -3.51486)
C (-3.83145, -2.13250, -4.86220)
C (-3.14966, -0.99470, -5.01977)
N (-2.97721, -0.41775, -3.75097)
C (-3.55976, -1.24674, -2.81384)
S (-3.69348, -1.16042, -1.14303)
C (-2.35269, 0.85034, -3.57683)
C (-2.18644, 1.66370, -4.70271)
C (-1.62271, 2.91140, -4.55815)
C (-1.21267, 3.32175, -3.29874)
C (-1.40448, 2.44811, -2.25387)
N (-1.97648, 1.23686, -2.36442)
H (-5.16815, -4.03225, -3.69567)
H (-5.62502, -3.01665, -2.30608)
H (-4.12384, -3.94955, -2.25366)
H (-4.15108, -2.85715, -5.58891)
H (-2.76035, -0.57195, -5.92215)
H (-2.52678, 1.36015, -5.67744)
H (-1.51221, 3.55482, -5.42085)
H (-0.76023, 4.28787, -3.12653)
H (-1.09539, 2.71670, -1.25179)
I (-7.03896, 4.03024, -0.56410)
C (-5.15434, 3.29605, -0.19286)
C (-4.05927, 3.99485, 0.25515)
N (-3.05053, 3.10701, 0.33240)
N (-3.43193, 1.86451, -0.00704)
C (-4.71065, 1.97231, -0.34468)
H (-3.93353, 5.02764, 0.53075)
H (-2.14316, 3.24202, 0.75387)
H (-5.25820, 1.10845, -0.68109)
O (2.21853, -4.02011, 1.15234)
C (0.93890, -4.37623, 0.93298)
C (0.59494, -5.67153, 1.32471)
C (-0.68739, -6.13926, 1.14802)
C (-1.67285, -5.33118, 0.57527)
C (-1.34731, -4.05430, 0.19104)
C (-0.04529, -3.55285, 0.35586)
C (0.15420, -2.15965, -0.03687)
O (1.43664, -1.69995, 0.13428)
O (-0.71171, -1.42419, -0.46255)
H (2.36308, -3.11189, 0.85508)
H (1.36501, -6.28693, 1.76912)
H (-0.92989, -7.14669, 1.46073)
H (-2.67969, -5.70309, 0.44614)
H (-2.08998, -3.39348, -0.23929)

Atoms 1-2, force components in eV/Å:
Fe -0.24 0.09 0.60
Te -0.02 -0.13 -0.03

Record 2
Molecular formula: C49H41MnN3O2SSi
Method: DFT, ωB97M-V with the def2-TZVPD basis set

Properties
Spin multiplicity: 2
Largest force on an atom: 2.07 eV/A
ΔE to the lowest compared entry with this formula, charge and spin: 0.5 kJ/mol
<S²>: 0.90
Orbital gap (spin up / spin down): 6.291 / 7.472 eV
HOMO energy (spin up / spin down): -7.8 / -7.9 eV
Molar mass: 818.98 g mol⁻¹

Positions of all 98 atoms, in Å:
Mn (-0.63806, 0.06384, -1.02223)
O (-1.86056, 0.99474, -1.97793)
C (-2.54166, 2.08804, -1.83723)
C (-3.52276, 2.43644, -2.79083)
C (-4.30166, 3.55494, -2.62883)
C (-4.14816, 4.36404, -1.50273)
C (-3.17346, 4.07284, -0.57713)
C (-2.33136, 2.96154, -0.72553)
C (-1.29196, 2.69764, 0.21637)
N (-0.49336, 1.67324, 0.15857)
N (0.41794, 1.54404, 1.15957)
C (1.01204, 0.37794, 1.11097)
O (0.75044, -0.47826, 0.17817)
C (1.95244, -0.00326, 2.17467)
C (2.76134, -1.12476, 2.00647)
C (3.60274, -1.52856, 3.02627)
C (3.62304, -0.83826, 4.22797)
C (2.82114, 0.28044, 4.39547)
C (2.00504, 0.71104, 3.36837)
H (-3.65066, 1.79014, -3.64713)
H (-5.04126, 3.81124, -3.37253)
H (-4.79286, 5.21784, -1.36353)
H (-3.04726, 4.70414, 0.29177)
H (-1.16916, 3.40544, 1.03937)
H (2.72884, -1.64146, 1.06007)
H (4.25054, -2.38216, 2.88867)
H (4.26464, -1.16176, 5.03587)
H (2.84694, 0.82414, 5.32837)
H (1.40154, 1.59984, 3.45937)
C (-0.42176, 0.01814, 6.70647)
C (-1.52036, 0.51574, 5.75267)
C (-2.82426, 0.71724, 6.53987)
C (-1.09906, 1.88384, 5.21837)
C (-1.71896, -0.52686, 4.66047)
C (-2.12306, -1.80466, 5.07187)
C (-2.33146, -2.82256, 4.17107)
C (-2.16056, -2.54826, 2.82797)
S (-2.46886, -3.61006, 1.49627)
C (-2.06416, -2.28856, 0.41147)
N (-1.70926, -1.18406, 0.99377)
C (-1.75746, -1.27856, 2.36567)
C (-1.51656, -0.27576, 3.31237)
C (-2.21276, -2.45386, -1.01773)
C (-3.09186, -3.43636, -1.49153)
C (-3.36416, -3.54036, -2.83543)
C (-2.76666, -2.64536, -3.71093)
C (-1.88876, -1.68216, -3.24153)
C (-1.54306, -1.56746, -1.89003)
H (-0.09256, 0.83494, 7.34657)
H (0.43414, -0.34936, 6.14437)
H (-0.78716, -0.78546, 7.33957)
H (-2.60466, 1.25624, 7.45867)
H (-3.29476, -0.22666, 6.79437)
H (-3.53176, 1.30174, 5.95647)
H (-1.06436, 2.59954, 6.04037)
H (-1.80986, 2.25264, 4.48167)
H (-0.11016, 1.82634, 4.77537)
H (-2.27946, -2.00786, 6.11987)
H (-2.64006, -3.80586, 4.48857)
H (-1.17816, 0.68994, 2.97697)
H (-3.58566, -4.08716, -0.78383)
H (-4.05586, -4.28476, -3.20073)
H (-2.98426, -2.69246, -4.76793)
H (-1.47116, -0.98376, -3.95383)
C (0.59434, -1.52756, -6.99143)
C (0.93384, -0.21776, -6.69773)
C (1.14284, 0.16984, -5.38503)
C (1.01394, -0.74106, -4.34093)
C (0.70794, -2.06466, -4.65953)
C (0.49964, -2.45576, -5.96743)
Si (1.19634, -0.23166, -2.49383)
C (1.71654, 1.63394, -2.42433)
C (2.87164, 2.06314, -1.77663)
C (3.22154, 3.40254, -1.75223)
C (2.40694, 4.34494, -2.35603)
C (1.23414, 3.94164, -2.97263)
C (0.89294, 2.60154, -3.00183)
C (2.72864, -1.31786, -2.03393)
C (2.59674, -2.47626, -1.27273)
C (3.68824, -3.28746, -1.00493)
C (4.94084, -2.94646, -1.48463)
C (5.09144, -1.79556, -2.23853)
C (3.99544, -0.99866, -2.51943)
H (0.39824, -1.82486, -8.01073)
H (1.02984, 0.50754, -7.49273)
H (1.40454, 1.19484, -5.16983)
H (0.60614, -2.78746, -3.86483)
H (0.24344, -3.48106, -6.19093)
H (3.50754, 1.33734, -1.29083)
H (4.13444, 3.70964, -1.26263)
H (2.68174, 5.38934, -2.34243)
H (0.58434, 4.67244, -3.43323)
H (-0.02696, 2.29504, -3.48333)
H (1.61984, -2.73806, -0.88733)
H (3.55964, -4.18476, -0.41533)
H (5.79624, -3.57406, -1.27823)
H (6.06584, -1.51886, -2.61223)
H (4.12584, -0.11716, -3.13023)

Atoms 1-2, force components in eV/Å:
Mn -1.47 -0.06 1.46
O 0.64 -0.63 -0.93

Record 3
Molecular formula: C49H42N7OS2Sc
Method: DFT, ωB97M-V with the def2-TZVPD basis set

Properties
Largest force on an atom: 0.12 eV/A
ΔE to the lowest compared entry with this formula, charge and spin: 5.6 kJ/mol
Orbital gap: 7.461 eV
HOMO energy: -7.4 eV
Molar mass: 854.01 g mol⁻¹

Positions of all 102 atoms, in Å:
Sc (0.03164, 0.06455, 0.08455)
C (-2.14457, -3.76403, -0.92943)
C (-1.30322, -4.83745, -0.66243)
C (-0.03380, -4.58866, -0.17082)
C (0.39516, -3.27527, 0.05767)
C (-0.43196, -2.16670, -0.18384)
C (-1.70628, -2.47032, -0.68897)
C (1.77863, -3.04883, 0.54364)
C (2.46237, -4.05065, 1.29697)
C (3.72803, -3.82614, 1.73209)
C (4.37164, -2.60866, 1.40768)
C (5.69376, -2.30330, 1.80258)
C (6.26049, -1.10999, 1.45403)
C (5.52910, -0.17964, 0.68531)
C (4.24882, -0.45151, 0.29123)
C (3.63167, -1.66922, 0.65778)
N (2.33751, -1.88974, 0.27086)
H (-3.14088, -3.93897, -1.32030)
H (-1.62555, -5.85387, -0.85103)
H (0.63221, -5.42681, -0.00189)
H (-2.40520, -1.66245, -0.88697)
H (1.95144, -4.96902, 1.54674)
H (4.25348, -4.56447, 2.32733)
H (6.24661, -3.03250, 2.38339)
H (7.27235, -0.87796, 1.76011)
H (5.98454, 0.76098, 0.40225)
H (3.68168, 0.24707, -0.30444)
C (0.04923, 3.24021, -5.16186)
C (0.36558, 1.79526, -5.51813)
N (1.08139, 1.10968, -4.44394)
C (2.53638, 1.08964, -4.54972)
C (3.04184, -0.12624, -5.31209)
C (0.41833, 0.52769, -3.43095)
S (1.28226, -0.35327, -2.24331)
N (-0.92948, 0.60794, -3.52729)
C (-1.72752, 0.55718, -2.49426)
O (-1.40414, 0.69053, -1.27306)
C (-3.18874, 0.38938, -2.77639)
C (-4.09498, 0.41631, -1.72105)
C (-5.44955, 0.24032, -1.95769)
C (-5.90692, 0.03599, -3.25199)
C (-5.00579, 0.00640, -4.30836)
C (-3.65181, 0.18240, -4.07186)
H (-0.44178, 3.74319, -5.99611)
H (0.95931, 3.79154, -4.91784)
H (-0.61621, 3.27124, -4.29903)
H (0.99907, 1.74695, -6.40560)
H (-0.55194, 1.25028, -5.72595)
H (2.95860, 1.10524, -3.54701)
H (2.83041, 2.01223, -5.05500)
H (2.77069, -1.03719, -4.77964)
H (4.12796, -0.08960, -5.40622)
H (2.61327, -0.16688, -6.31531)
H (-3.71972, 0.56539, -0.71663)
H (-6.14936, 0.25680, -1.13164)
H (-6.96426, -0.10418, -3.43792)
H (-5.36012, -0.15816, -5.31784)
H (-2.93606, 0.15610, -4.88163)
N (-3.58289, 0.51856, 2.99952)
C (-3.51822, -0.83359, 3.27897)
C (-4.21047, -1.61808, 4.19339)
C (-3.86315, -2.95298, 4.24722)
C (-2.86364, -3.47774, 3.41481)
C (-2.18514, -2.69352, 2.50257)
C (-2.52179, -1.33930, 2.43340)
N (-1.98988, -0.29755, 1.67089)
C (-2.63264, 0.77131, 2.06327)
C (-2.28857, 2.09882, 1.58111)
C (-2.95166, 3.27524, 1.73978)
S (-2.05139, 4.52988, 1.01219)
C (-0.85694, 3.40083, 0.54354)
N (-1.10541, 2.18094, 0.90106)
H (-4.08963, 1.21244, 3.51945)
H (-4.97649, -1.20321, 4.83543)
H (-4.37020, -3.60637, 4.94489)
H (-2.62090, -4.53002, 3.48329)
H (-1.42734, -3.11474, 1.85827)
H (-3.89606, 3.46127, 2.22368)
H (0.03970, 3.68667, 0.01106)
N (0.88127, -0.43588, 2.28393)
C (0.55735, 0.58222, 3.21945)
C (-0.27576, 0.29340, 4.29378)
C (-0.69023, 1.29877, 5.15210)
C (-0.25596, 2.59925, 4.93858)
C (0.59749, 2.87086, 3.88043)
C (1.03191, 1.87823, 2.99941)
C (1.90982, 2.23586, 1.84327)
C (2.89227, 3.20207, 2.09050)
C (3.63354, 3.75007, 1.05917)
C (3.37192, 3.33382, -0.23796)
C (2.43456, 2.33214, -0.46367)
C (1.68992, 1.70211, 0.54863)
H (1.87054, -0.43212, 2.05330)
H (0.61385, -1.35924, 2.60630)
H (-0.60845, -0.72750, 4.44831)
H (-1.34314, 1.06215, 5.98309)
H (-0.57566, 3.39902, 5.59445)
H (0.92171, 3.88974, 3.70652)
H (3.07655, 3.52726, 3.10878)
H (4.39264, 4.49463, 1.26476)
H (3.91002, 3.77276, -1.07144)
H (2.29092, 2.00268, -1.48821)

Atoms 1-2, force components in eV/Å:
Sc -0.01 -0.01 0.11
C 0.01 -0.01 0.00

Record 4
Molecular formula: C49H43IMoN2O6P2
Method: DFT, ωB97M-V with the def2-TZVPD basis set

Properties
Spin multiplicity: 3
Net charge: +2
Largest force on an atom: 0.56 eV/A
<S²>: 2.02
Orbital gap (spin up / spin down): 6.627 / 6.174 eV
HOMO energy (spin up / spin down): -12.6 / -12.6 eV
Molar mass: 1040.68 g mol⁻¹

Positions of all 104 atoms, in Å:
Mo (0.01491, -0.34136, -0.17410)
C (-0.13517, 4.32138, -0.55538)
C (-0.68702, 3.58586, -1.73692)
N (-1.09299, 4.28551, -2.77256)
C (-1.58008, 3.66493, -3.85553)
C (-1.64361, 2.29863, -3.98759)
C (-2.17960, 1.68100, -5.25303)
O (-3.22281, 0.73958, -4.98668)
C (-1.21251, 1.51566, -2.88810)
C (-1.26773, 0.08661, -2.99101)
N (-1.18036, -0.82080, -2.06256)
C (-1.52528, -2.13689, -2.53017)
C (-2.38943, -2.32250, -3.61577)
C (-2.65834, -3.59026, -4.10241)
C (-2.10112, -4.71316, -3.50893)
C (-1.31363, -4.56035, -2.38135)
C (-1.05689, -3.28405, -1.90771)
I (-0.12701, -3.12949, -0.05751)
C (-0.76439, 2.16872, -1.74147)
O (-0.38438, 1.51436, -0.66743)
H (0.18343, 5.31044, -0.87305)
H (0.70608, 3.78617, -0.11229)
H (-0.89961, 4.45131, 0.21567)
H (-1.92088, 4.30936, -4.65822)
H (-1.39027, 1.14708, -5.78899)
H (-2.52759, 2.47295, -5.91588)
H (-4.07084, 1.13311, -5.21047)
H (-1.43066, -0.26630, -4.00037)
H (-2.88181, -1.47637, -4.07754)
H (-3.32280, -3.69694, -4.94891)
H (-2.30714, -5.70236, -3.89296)
H (-0.91824, -5.42863, -1.87119)
C (-0.12528, 1.51527, 3.32074)
C (-1.19186, 1.87753, 2.28764)
P (-1.90191, 0.47089, 1.36291)
C (-3.15111, 1.17212, 0.25217)
C (-3.84149, 0.28696, -0.57424)
C (-4.76904, 0.76248, -1.48530)
C (-5.01150, 2.12712, -1.57912)
C (-4.33546, 3.01143, -0.75235)
C (-3.40859, 2.53633, 0.16528)
C (-2.85235, -0.51395, 2.54722)
C (-3.54735, 0.12299, 3.57893)
C (-4.34368, -0.61050, 4.44060)
C (-4.47219, -1.98311, 4.27129)
C (-3.80826, -2.61931, 3.23468)
C (-2.99987, -1.88670, 2.37802)
C (1.22812, 1.09571, 2.73589)
P (1.23308, -0.62097, 2.10425)
C (0.69676, -1.59275, 3.54912)
C (1.23238, -1.23257, 4.79105)
C (0.96616, -1.98501, 5.92070)
C (0.16897, -3.11942, 5.83322)
C (-0.36078, -3.48984, 4.60952)
C (-0.09689, -2.72971, 3.47906)
C (2.94018, -1.15753, 1.85483)
C (3.20580, -2.52437, 1.78684)
C (4.50270, -2.96994, 1.59485)
C (5.54135, -2.05513, 1.48446)
C (5.28351, -0.69433, 1.56745)
C (3.98531, -0.24215, 1.74731)
H (-0.50334, 0.75133, 4.00383)
H (0.04846, 2.40244, 3.93196)
H (-0.78103, 2.55095, 1.53332)
H (-2.00753, 2.40746, 2.78086)
H (-3.66574, -0.78236, -0.49994)
H (-5.30816, 0.06786, -2.11637)
H (-5.74026, 2.50151, -2.28609)
H (-4.53082, 4.07375, -0.81602)
H (-2.89202, 3.24224, 0.80260)
H (-3.47984, 1.19440, 3.71310)
H (-4.87439, -0.11090, 5.23981)
H (-5.10189, -2.55210, 4.94221)
H (-3.92195, -3.68584, 3.09016)
H (-2.50122, -2.38870, 1.55845)
H (2.00456, 1.17032, 3.49864)
H (1.52461, 1.75323, 1.91870)
H (1.87750, -0.37003, 4.89221)
H (1.38904, -1.68860, 6.87109)
H (-0.03540, -3.70982, 6.71619)
H (-0.98693, -4.36857, 4.52917)
H (-0.55859, -3.03461, 2.55333)
H (2.40895, -3.24897, 1.91295)
H (4.70543, -4.03130, 1.54524)
H (6.55560, -2.40499, 1.34619)
H (6.09419, 0.01838, 1.49407)
H (3.79478, 0.82134, 1.80089)
O (1.85269, 0.67123, -0.10452)
C (2.29466, 0.09830, -1.17264)
O (1.53435, -0.82845, -1.60547)
C (3.52808, 0.49991, -1.80649)
C (3.97990, -0.21992, -2.91126)
C (5.16454, 0.11950, -3.55375)
C (5.85482, 1.19595, -3.04138)
O (7.00606, 1.72418, -3.48873)
C (7.34703, 2.80090, -2.60394)
O (6.27499, 2.92730, -1.66604)
C (5.40437, 1.92065, -1.93358)
C (4.24507, 1.60214, -1.29131)
H (3.39506, -1.05816, -3.26392)
H (5.53171, -0.42603, -4.41064)
H (7.44125, 3.72036, -3.17836)
H (8.26794, 2.55120, -2.07688)
H (3.88448, 2.16776, -0.44426)

Atoms 1-2, force components in eV/Å:
Mo 0.33 0.02 -0.46
C 0.00 -0.02 0.05